# 1
A structure of composition C30H44Cl2N3O6Si3Y, computed with ωB97M-V/def2-TZVPD.

```
89
Properties=species:S:1:pos:R:3
Y -0.81093 -0.22893 0.07828
O -2.52117 -1.97066 2.02142
C -3.92258 -1.76776 1.93437
C -4.23553 -0.29351 1.86003
N -3.59647 0.37154 0.71823
C -4.25736 -0.02349 -0.52990
C -3.75741 -1.34967 -1.10322
O -4.58481 -2.12811 -1.57957
O -2.48243 -1.49446 -1.07547
C -3.63155 1.82567 0.90737
C -2.49996 2.59844 0.23681
O -2.77725 3.69383 -0.26041
O -1.33285 2.05801 0.32399
H -2.13838 -1.21856 2.51550
H -4.28351 -2.30387 1.06013
H -4.42656 -2.18017 2.80816
H -5.32283 -0.15720 1.82769
H -3.86244 0.17353 2.76660
H -5.33760 -0.07782 -0.41024
H -4.04277 0.73528 -1.27950
H -4.58275 2.25414 0.59249
H -3.50035 2.03105 1.96780
Cl -2.89476 1.89262 4.78901
C -1.16526 1.65979 4.62415
C -0.32804 2.22081 5.59929
C 1.02411 2.04019 5.55231
Cl 2.02805 2.72660 6.82521
C 1.60757 1.27404 4.51280
C 2.97956 0.95269 4.42453
C 3.42197 0.14903 3.41318
C 2.50371 -0.29918 2.44341
N 1.23242 0.01243 2.46606
C 0.75963 0.75081 3.50556
C -0.68697 0.90594 3.54446
O -1.40053 0.34883 2.65882
H -0.76709 2.78974 6.40776
H 3.65946 1.32685 5.17855
H 4.45990 -0.15174 3.34916
H 2.82537 -0.94140 1.63342
C 1.99993 -2.51471 -2.68107
Si 1.14075 -0.94520 -3.23912
C -0.54768 -1.44998 -3.87537
C 2.10414 -0.40887 -4.77896
C 1.06785 0.43296 -2.02239
C 0.06468 1.39506 -2.54284
C 0.38479 2.52999 -3.31576
C -0.61203 3.35538 -3.79766
C -1.93531 3.03536 -3.54083
C -2.18041 1.90104 -2.79501
N -1.22843 1.10747 -2.29767
Si 2.63095 1.23873 -1.53238
C 3.95431 -0.00323 -1.02987
C 3.58048 2.26267 -2.82513
C 2.30680 2.44000 -0.13069
H 2.07487 -3.19739 -3.54194
H 1.43402 -3.02230 -1.88215
H 3.01707 -2.32991 -2.30275
H -0.49345 -2.42750 -4.37731
H -0.92832 -0.70869 -4.59339
H -1.28037 -1.52837 -3.05994
H 2.05219 -1.17637 -5.56692
H 3.16755 -0.23236 -4.53998
H 1.69067 0.53013 -5.18558
H 1.42555 2.72864 -3.55091
H -0.36029 4.23183 -4.38404
H -2.75506 3.65292 -3.87946
H -3.20317 1.61675 -2.58919
H 3.97085 -0.87235 -1.70411
H 3.78804 -0.37946 -0.02236
H 4.94589 0.46979 -1.05867
H 3.63923 1.73645 -3.79211
H 4.60318 2.43192 -2.46790
H 3.12086 3.24612 -3.00467
H 1.89085 1.91788 0.73896
H 1.55865 3.18781 -0.43520
H 3.21824 2.96587 0.18740
C 0.28112 -3.13282 2.75097
Si 0.39381 -2.64413 0.90036
C 2.27529 -3.05598 0.63444
C -0.45641 -4.13368 0.04864
H 0.74616 -4.12020 2.91304
H -0.76082 -3.18111 3.09536
H 0.81294 -2.39966 3.37774
H 2.39231 -4.06250 0.20258
H 2.80315 -3.04747 1.60440
H 2.79245 -2.35131 -0.03452
H 0.10060 -5.07100 0.20463
H -0.56340 -3.96836 -1.03526
H -1.47666 -4.25513 0.44640
```

- LUMO energy: 4.0 eV
- Charge: -2
- 2S+1: 1
- Gap between HOMO and LUMO: 5.729 eV
- HOMO level: -0.06519 Eh



# 2
A cluster of 2 separate species, C2H6N2O2S in total, computed with ωB97M-V/def2-TZVPD.

```
13
Properties=species:S:1:pos:R:3
C -0.17029 -1.12201 -0.85525
C 1.08792 -0.42644 1.02448
N 0.59683 1.18389 -0.71601
N 0.39211 -0.08154 -0.20974
O -0.41822 -2.18672 -0.31026
O -2.27407 1.30806 -0.23442
S -2.49776 0.56022 0.99012
H -0.84280 -0.68369 -1.67427
H 0.47901 -1.03431 1.60866
H 2.08430 -0.82949 1.05831
H 1.22511 0.42685 1.60750
H 0.64105 1.20673 -1.76326
H -0.30321 1.67845 -0.52584
```

- LUMO energy (alpha / beta): -1.8 / -1.8 eV
- Charge: 0
- 2S+1: 1
- Gap between HOMO and LUMO (alpha / beta): 7.389 / 7.499 eV
- HOMO level (alpha / beta): -0.33712 / -0.34160 Eh



Q: Which energy relative to the best compared isomer or geometry (same formula, charge and spin) values were calculated for the entries above? A: 5.5; 90.7, in kcal/mol.
Q: Which F_max values were calculated for the entries above? A: 2.3; 3.9, in eV/A.